Entry 1:
{"formula": "C3H9BrN3", "method": "wB97M-V/def2-TZVPD", "homo_energy_ev": -13.326, "spin_multiplicity": 1, "relative_energy_kcal_mol": 67.2, "e_lumo_ev": -3.50, "homo_lumo_gap_ev": 9.82, "largest_force_ev_per_a": 5.5, "energy_ev": -77759.40954, "charge": 1, "symbols": ["C", "C", "C", "N", "N", "N", "Br", "H", "H", "H", "H", "H", "H", "H", "H", "H"], "positions_angstrom": [[-1.590105, -1.639140, 0.691947], [-1.813327, -0.171416, 0.594213], [1.358660, -0.228897, 0.101882], [1.493043, 1.936230, -0.949407], [1.722451, 1.033564, 0.015215], [-0.702658, -0.745072, -0.077592], [-3.363558, 0.452131, -0.467080], [-1.187293, -2.072540, 1.623083], [-2.019868, -2.387028, 0.008896], [1.715293, -0.758090, 1.001698], [1.228596, -0.620096, -0.876196], [2.246694, 2.572226, -0.899123], [1.415010, 1.387236, -1.883500], [-1.538682, 0.499045, 1.332531], [1.915163, 1.563820, 0.930122], [-0.879421, -0.821977, -1.146683]], "forces_ev_per_angstrom": [[0.5, -0.6, 0.1], [-2.3, -1.2, -2.0], [1.4, 1.6, -0.7], [-1.7, -1.6, -3.6], [0.2, -0.6, 5.5], [0.5, 0.2, -2.5], [1.1, -0.3, 0.7], [-0.1, 0.4, -0.6], [-0.7, 0.7, 0.7], [-0.7, 0.1, -0.7], [0.5, -1.1, -0.3], [0.9, 0.9, -0.7], [0.4, 1.8, 1.8], [0.1, 1.1, 1.6], [-0.3, -1.4, -1.6], [0.3, 0.0, 2.4]], "mulliken_charge": [-0.317, -0.198, -0.308, -0.589, 0.135, -0.312, -0.086, 0.219, 0.257, 0.347, 0.307, 0.279, 0.282, 0.347, 0.312, 0.325]}


Entry 2:
{"formula": "C7H14", "method": "wB97M-V/def2-TZVPD", "homo_energy_ev": -9.463, "spin_multiplicity": 1, "relative_energy_kcal_mol": 16.5, "e_lumo_ev": 1.07, "smiles": "C[C@@H]1[C@H](C)C1(C)C", "homo_lumo_gap_ev": 10.53, "largest_force_ev_per_a": 0.2, "energy_ev": -7485.57873, "symbols": ["C", "C", "C", "C", "C", "C", "C", "H", "H", "H", "H", "H", "H", "H", "H", "H", "H", "H", "H", "H", "H"], "positions_angstrom": [[-0.988197, 1.659181, 0.809110], [-0.236929, 1.029024, -0.342894], [-0.589761, -0.337559, -0.883694], [-1.735910, -1.153954, -0.329789], [0.723511, -0.124557, -0.163873], [0.962164, -0.707944, 1.217446], [1.971413, -0.118491, -1.026689], [-1.887026, 2.172949, 0.448244], [-0.365872, 2.399263, 1.325468], [-1.307585, 0.924857, 1.554477], [0.067153, 1.754623, -1.098238], [-0.490062, -0.439220, -1.964804], [-1.601881, -2.218291, -0.554058], [-2.683274, -0.831993, -0.777530], [-1.844224, -1.057792, 0.754452], [1.444143, 0.023834, 1.877309], [1.628020, -1.576453, 1.150367], [0.044371, -1.042352, 1.708183], [1.805632, 0.416990, -1.968572], [2.808165, 0.367216, -0.509154], [2.277819, -1.142548, -1.275145]], "forces_ev_per_angstrom": [[0.0, -0.1, 0.0], [0.0, 0.1, 0.0], [0.0, -0.1, -0.1], [0.0, 0.0, 0.1], [0.1, 0.0, 0.0], [-0.1, 0.0, 0.0], [0.0, 0.0, 0.0], [0.1, -0.1, 0.1], [-0.1, -0.1, -0.1], [0.1, 0.1, -0.1], [0.0, -0.1, 0.1], [0.0, 0.0, 0.2], [0.0, 0.1, 0.0], [0.1, -0.1, 0.1], [0.0, 0.0, -0.2], [0.0, -0.1, -0.1], [-0.1, 0.1, 0.0], [0.1, 0.1, -0.1], [0.0, -0.1, 0.1], [-0.1, -0.1, -0.1], [0.0, 0.1, 0.1]], "mulliken_charge": [-1.515, -0.054, -0.115, -1.536, 1.518, -1.645, -1.618, 0.375, 0.367, 0.296, 0.353, 0.377, 0.364, 0.368, 0.296, 0.314, 0.417, 0.329, 0.382, 0.372, 0.356]}


Entry 3:
{"formula": "C17H27NO", "method": "wB97M-V/def2-TZVPD", "homo_energy_ev": -7.888, "spin_multiplicity": 1, "relative_energy_kcal_mol": 350.4, "e_lumo_ev": 0.83, "homo_lumo_gap_ev": 8.72, "largest_force_ev_per_a": 14.9, "energy_ev": -21589.95440, "symbols": ["C", "C", "C", "C", "C", "O", "H", "C", "N", "C", "C", "H", "H", "C", "C", "C", "C", "C", "C", "C", "H", "H", "H", "H", "H", "C", "C", "H", "H", "H", "H", "H", "H", "H", "H", "H", "H", "H", "H", "H", "H", "H", "H", "H", "H", "H"], "positions_angstrom": [[-0.471217, 7.293392, 1.494341], [0.590078, 6.433868, 2.063602], [0.891131, 5.291124, 1.052352], [-0.192962, 4.249844, 0.834487], [0.422223, 2.927939, 0.121047], [0.792215, 3.095011, -1.060670], [1.498466, 3.639581, -0.835008], [-0.952833, 1.961783, -0.196126], [-0.589805, 0.530097, -0.130539], [0.141137, 0.190720, -1.191064], [0.503567, -1.292780, -1.138708], [1.339055, -1.319376, -0.318246], [1.444591, -1.521828, -1.871619], [-0.561462, -2.216293, -0.784809], [0.137469, -3.633956, -0.631192], [-0.373910, -4.748563, -1.301483], [0.237788, -5.933136, -1.075622], [0.979446, -6.288198, -0.072848], [1.315017, -5.108277, 0.603670], [0.780408, -3.979195, 0.573362], [1.252785, -3.197783, 1.132376], [1.846743, -5.571566, 1.578533], [1.231013, -7.248175, -0.046435], [-0.295837, -6.812768, -1.815821], [-0.954983, -4.409067, -2.531997], [-1.295198, -1.647208, 0.424342], [-1.623648, -0.310934, 0.296354], [-2.426829, 0.099549, 0.930341], [-2.496634, -0.397477, -0.590092], [-0.674897, -1.710001, 1.412852], [-2.192166, -2.362387, 0.505005], [-1.023732, -2.261345, -1.724754], [0.863124, 0.896679, -1.396629], [-0.440616, 0.137508, -2.049685], [-1.440794, 2.197649, -1.005017], [-1.916297, 2.194215, 0.621130], [1.025158, 2.414673, 0.620453], [-1.152416, 4.669715, 0.388976], [-0.754307, 3.912889, 1.754417], [1.171903, 5.423054, 0.148201], [1.705463, 4.598910, 1.755418], [-0.029969, 5.720404, 3.087194], [1.514163, 6.723044, 2.325162], [-1.280562, 6.707203, 1.353072], [-0.578300, 8.006817, 1.979899], [0.010188, 7.783353, 0.525835]], "forces_ev_per_angstrom": [[6.2, -7.1, -8.9], [-4.6, -5.7, 0.3], [-0.7, -4.6, 9.4], [-1.7, -1.3, 0.9], [-14.7, 1.6, 2.2], [2.7, 1.6, -7.6], [3.1, 2.0, -1.6], [1.1, -0.7, 9.0], [-2.2, 3.9, 5.0], [0.6, -4.2, -2.5], [8.5, 2.1, 1.4], [-1.6, 0.0, -0.1], [-3.2, 0.0, 0.3], [3.0, -1.8, 0.0], [-4.6, 0.6, 1.4], [-0.2, 5.0, -5.0], [-5.9, -5.1, -6.5], [0.3, 4.6, -0.1], [4.9, -11.2, 6.7], [-0.6, 7.5, -2.4], [-0.4, 0.5, 0.8], [-0.4, 2.3, -1.6], [1.7, -3.6, 1.2], [1.9, 2.1, 2.0], [1.5, -1.5, 4.2], [0.7, -6.3, 2.7], [-5.7, 3.2, -4.3], [1.5, 0.2, 1.0], [1.6, 0.4, 0.5], [-0.6, -0.7, -1.8], [1.0, 1.4, 0.5], [-2.4, -0.4, -0.9], [2.1, 0.9, -0.3], [-1.9, 0.8, -2.5], [-1.8, 1.6, -5.3], [3.0, -0.8, -1.7], [5.0, -4.2, 5.3], [1.5, -0.5, -0.9], [1.4, 0.1, -0.1], [2.9, 2.3, -5.9], [-1.5, 1.8, -2.5], [2.3, 2.3, -2.7], [2.8, 2.1, 1.5], [-2.8, -1.3, -0.9], [-2.7, 11.6, 8.4], [-1.4, -1.3, 1.2]], "mulliken_charge": [-1.585, -0.409, -0.947, -0.635, -0.531, -0.487, 0.409, -1.305, 0.412, -1.377, -0.965, 0.267, 0.293, 0.547, 0.555, -0.375, -0.069, -0.674, -0.351, -0.531, 0.296, 0.149, 0.509, 0.113, 0.098, -0.339, -0.945, 0.466, 0.229, 0.258, 0.216, 0.181, 0.907, 0.340, 0.636, 0.221, 0.687, 0.396, 0.405, 0.735, 0.185, 0.203, 0.490, 0.390, 0.695, 0.233]}


Entry 4:
{"formula": "C31H47AuNO4P2", "method": "wB97M-V/def2-TZVPD", "homo_energy_ev": [-9.426, -9.423], "spin_multiplicity": 3, "e_lumo_ev": [-3.51, -7.10], "homo_lumo_gap_ev": [5.91, 2.33], "largest_force_ev_per_a": 3.2, "energy_ev": -64843.98329, "charge": 1, "symbols": ["Au", "C", "C", "C", "C", "C", "C", "H", "H", "H", "C", "H", "H", "H", "C", "H", "H", "H", "C", "H", "H", "H", "C", "H", "H", "H", "C", "C", "C", "C", "C", "C", "C", "C", "H", "H", "H", "H", "H", "H", "H", "H", "H", "H", "H", "H", "P", "P", "C", "C", "H", "H", "H", "H", "C", "H", "H", "H", "C", "H", "H", "H", "C", "H", "H", "H", "C", "H", "H", "H", "O", "C", "O", "C", "C", "C", "C", "C", "C", "N", "O", "O", "H", "H", "H", "H"], "positions_angstrom": [[-1.366188, 0.724335, -0.527632], [0.931735, 0.078112, 2.349570], [1.963441, 0.636798, 1.516871], [-0.018186, 1.754063, 1.029195], [-0.231891, 0.824324, 2.170122], [1.438952, 1.741108, 0.836872], [1.152403, -1.027046, 3.310953], [1.819187, -1.787800, 2.879721], [0.207928, -1.513413, 3.580602], [1.629668, -0.629299, 4.223691], [-1.482467, 0.759637, 2.951805], [-1.660925, -0.251134, 3.348078], [-2.354800, 1.027665, 2.328800], [-1.436511, 1.464248, 3.810958], [-0.769072, 3.044937, 0.950421], [-0.621820, 3.733046, 1.798303], [-1.831078, 2.782266, 0.865822], [-0.486074, 3.568311, 0.032620], [2.236217, 2.687819, 0.031661], [2.887311, 3.354455, 0.620147], [1.580345, 3.321990, -0.567851], [2.892797, 2.135866, -0.657202], [3.368317, 0.160318, 1.483070], [4.006742, 0.684236, 2.216136], [3.821246, 0.314190, 0.489915], [3.424113, -0.918034, 1.713691], [-0.921648, -1.821806, -1.086680], [0.127352, -2.326751, -0.382179], [1.520925, -2.506939, -0.820548], [1.967663, -1.802696, -2.138772], [1.743374, -0.336359, -2.231224], [0.584468, 0.231196, -2.645622], [-0.545574, -0.522938, -3.291109], [-0.993248, -1.838114, -2.603326], [1.772690, -3.588444, -0.916674], [1.519261, -2.346208, -2.985507], [2.161031, -2.154235, 0.010292], [-0.475453, -2.715041, -3.036805], [-1.906204, -1.868313, -0.583520], [-0.050040, -2.569797, 0.673108], [-2.059766, -1.996640, -2.847946], [-1.432830, 0.121365, -3.299540], [0.431481, 1.307019, -2.531516], [-0.300701, -0.763856, -4.339795], [3.063633, -1.952541, -2.211422], [2.561610, 0.304446, -1.888807], [-1.156205, -0.691801, -7.193422], [-0.904873, 1.911550, -8.571867], [-1.212022, -0.811818, -9.081513], [-1.580329, 0.549406, -9.676639], [-1.968351, -1.566406, -9.344369], [-0.221869, -1.152699, -9.431661], [-1.144885, 0.663921, -10.680179], [-2.674234, 0.675987, -9.739794], [-1.676738, 3.297187, -9.526248], [-1.231688, 4.237546, -9.163828], [-2.760433, 3.297780, -9.326711], [-1.484080, 3.172110, -10.607744], [0.749754, 2.003513, -9.402569], [0.630399, 1.989629, -10.498092], [1.381615, 1.165067, -9.079374], [1.213107, 2.950522, -9.089993], [-2.640370, -1.727818, -6.868917], [-2.695455, -1.952334, -5.797373], [-2.586906, -2.656919, -7.450679], [-3.533413, -1.161781, -7.160591], [0.165712, -1.945180, -6.930987], [1.123102, -1.515571, -7.249533], [-0.044134, -2.849265, -7.515605], [0.227832, -2.192418, -5.864887], [-1.541517, -2.410231, 2.148676], [-2.776070, -2.654779, 2.020490], [-3.620926, -2.218725, 1.194744], [-3.271079, -3.593859, 3.113083], [-2.402800, -4.618121, 3.573951], [-2.629299, -5.238582, 4.793537], [-3.721636, -4.784617, 5.578003], [-4.702397, -3.914097, 5.046150], [-4.472703, -3.340792, 3.800428], [-3.552366, -4.775426, 6.982325], [-2.515453, -5.306283, 7.451754], [-4.406418, -4.187065, 7.683794], [-1.503683, -4.901366, 3.016517], [-1.911490, -5.936554, 5.216938], [-5.547234, -3.609023, 5.648435], [-5.202579, -2.636537, 3.391101]], "forces_ev_per_angstrom": [[1.2, -1.0, 0.8], [2.2, 0.1, -0.6], [-1.0, -0.6, 1.3], [0.0, -0.4, 0.7], [-0.9, 1.0, -1.7], [-0.6, -0.8, -0.2], [-0.2, -0.3, 0.2], [-0.2, 0.2, 0.2], [0.2, 0.1, -0.1], [-0.1, -0.2, -0.2], [-0.5, -0.1, 0.3], [0.1, 0.3, -0.2], [0.4, 0.0, 0.3], [0.0, -0.3, -0.4], [-0.6, 0.7, 0.0], [0.0, -0.2, -0.1], [0.1, 0.7, 0.2], [-0.2, 0.1, 0.2], [0.0, 0.3, -0.6], [-0.2, -0.3, 0.0], [0.1, 0.0, 0.0], [-0.1, 0.1, 0.2], [0.5, -0.3, -0.2], [-0.3, -0.2, -0.2], [-0.1, 0.0, 0.3], [0.0, 0.5, -0.1], [-0.1, -1.3, 0.2], [-1.1, 1.0, 0.4], [1.0, -0.1, -0.5], [0.9, -0.9, -0.3], [-1.4, 0.9, 0.0], [1.3, -0.4, 0.2], [-0.5, -0.4, 0.1], [-0.3, 0.0, -0.3], [-0.2, 0.5, 0.0], [0.2, 0.3, 0.2], [-0.2, -0.1, -0.3], [-0.1, 0.4, 0.4], [0.4, 0.1, 0.1], [-0.2, 0.3, -0.3], [0.4, 0.0, 0.0], [0.1, 0.1, -0.2], [0.4, -0.1, -0.3], [0.0, 0.3, 0.2], [-0.5, -0.2, -0.1], [-0.4, -0.1, 0.1], [-0.1, -2.0, -2.0], [0.0, -0.6, -3.1], [0.1, 0.6, 0.1], [-0.2, -0.3, 0.6], [0.4, 0.1, 0.1], [-0.4, 0.2, 0.2], [-0.3, 0.2, 0.3], [0.4, -0.1, 0.0], [-0.3, 0.5, 1.0], [-0.3, -0.2, -0.3], [0.4, 0.2, -0.2], [0.0, -0.1, 0.6], [0.4, 0.1, 1.0], [-0.1, 0.0, 0.5], [0.0, 0.3, -0.2], [0.1, -0.4, -0.2], [-0.3, 0.7, 0.8], [-0.1, 0.0, -0.2], [0.2, 0.3, 0.1], [0.1, -0.2, 0.1], [0.4, 0.6, 0.7], [-0.1, -0.2, 0.1], [-0.1, 0.3, 0.1], [0.1, -0.1, -0.3], [-0.4, 0.4, -0.6], [-0.6, -0.1, -0.3], [1.2, -0.1, 0.5], [0.1, -0.6, 0.6], [-0.5, 0.0, 0.0], [-0.6, 0.7, 0.3], [0.3, 1.1, -1.8], [0.9, -0.4, 0.0], [0.2, -0.3, -0.3], [0.2, -0.6, 3.1], [-2.0, 0.9, -0.6], [1.5, -1.2, -1.1], [-0.4, 0.4, 0.1], [-0.2, 0.2, -0.1], [0.1, 0.0, 0.1], [0.4, -0.2, 0.1]], "mulliken_charge": [0.216, 1.083, 0.710, 0.205, 0.945, 0.080, -1.721, 0.315, 0.335, 0.398, -1.387, 0.319, 0.348, 0.279, -1.323, 0.350, 0.316, 0.447, -1.569, 0.358, 0.312, 0.353, -1.679, 0.359, 0.384, 0.346, -1.295, -0.093, -0.474, -1.106, -0.311, -0.585, -0.235, -0.632, 0.433, 0.206, -0.023, 0.312, 0.882, 0.571, 0.448, 0.465, 0.743, -0.397, 0.527, 0.516, 0.714, 0.338, -0.851, -0.900, 0.450, 0.452, 0.488, 0.468, -1.059, 0.393, 0.369, 0.351, -1.109, 0.394, 0.295, 0.401, -1.137, 0.260, 0.428, 0.376, -1.054, 0.336, 0.457, 0.269, -0.395, 0.275, -0.775, 0.469, -0.414, -0.349, -0.063, -0.367, -0.595, 0.922, -0.585, -0.591, 0.347, 0.408, 0.436, 0.416]}